Computed, not measured: 2 unconnected molecules or ions with the total composition C2H10N4, with wB97M-V/def2-TZVPD.

Last column: natural (NBO) charge in e.
Element x y z (Å)
N  -1.0289  -1.2409  1.3729  -0.8786
C  -1.8639  -0.1286  0.8079  -0.0493
N  -1.2678  1.1359  1.0148  -0.8829
H  -1.6004  -1.9338  1.8452  0.3569
H  -0.4296  -0.9034  2.1064  0.3512
H  -2.0413  -0.3502  -0.2430  0.1962
H  -2.8297  -0.2002  1.3316  0.1499
H  -1.1331  1.5371  1.9207  0.3773
H  -0.8105  1.5926  0.2393  0.3920
N  1.6007  -0.4593  -0.1625  -0.8294
C  1.8403  0.2346  -1.3023  0.2780
N  0.9637  0.4128  -2.2151  -0.7435
H  2.2590  -0.8025  0.4931  0.3914
H  0.6328  -0.6588  0.0465  0.4181
H  2.7140  0.8885  -1.3664  0.1383
H  1.2060  1.2408  -2.7481  0.3344

SMILES: [H]/N=C/N.NCN
E in hartree: -301.19226
Strongest force on any atom in hartree/bohr: 0.034
Relative energy (zero: lowest compared OMol25 entry of this formula, charge and spin) in kJ/mol: 94.2
Orbital gap in Eh: 0.3630